Model a:
ORCA calculation (wB97M-V/def2-TZVPD) on a structure of composition C4H8ClN2.

Properties
- total charge = +1
- LUMO energy (Eh) = -0.1327
- HOMO level (Ha) = -0.56141

Element x y z (Å)
C -1.13 0.27 0.38
C -0.01 -0.72 0.65
C 0.61 -0.26 -0.69
C 2.01 0.31 -0.67
N -0.43 0.79 -0.54
N -2.30 0.15 0.96
Cl -0.46 -2.40 1.00
H 0.49 -0.41 1.53
H 0.32 -0.89 -1.55
H 2.11 1.14 0.06
H 2.23 0.85 -1.62
H 2.83 -0.50 -0.54
H -0.54 1.59 -1.18
H -2.63 -0.75 1.35
H -3.09 0.84 0.87

***

Model b:
ORCA calculation (wB97M-V/def2-TZVPD) on the ion C4H8ClN2 with charge +1.

Properties
- structure (SMILES) = CC(=[NH2+])/N=C(/C)Cl
- total charge = +1
- LUMO energy (Eh) = -0.1633
- HOMO level (Ha) = -0.56547

Element x y z (Å)
C 0.00 1.13 1.96
C 0.35 0.07 0.98
N 1.42 -0.70 1.24
N -0.33 -0.19 -0.17
C -0.13 -0.14 -1.39
C -1.21 -0.62 -2.32
Cl 1.18 0.66 -2.21
H -0.86 1.70 1.47
H 0.84 1.89 2.36
H -0.35 0.62 2.83
H 1.77 -0.68 2.22
H 1.78 -1.38 0.53
H -1.40 0.26 -3.02
H -0.94 -1.61 -2.77
H -2.13 -1.02 -1.71

***

Computed relative energies in units of kJ/mol: model a 16.5; model b 0.0